# 1
# C5H5NO

The molecule C5H5NO in a non-equilibrium geometry (the ωB97M-V functional and the def2-TZVPD basis, the OMol25 dataset).

Each line ends with the Mulliken spin population.
Atoms and positions in Å:
C (0.54, 2.01, 0.22)  0.62
C (-1.54, 0.73, -0.19)  0.34
C (2.17, 0.37, -0.43)  0.85
C (-2.69, 0.12, -0.17)  0.01
C (2.34, -0.85, -0.10)  -0.02
N (-0.59, 1.41, 0.00)  -0.08
O (1.73, 1.47, 0.06)  0.13
H (0.62, 3.17, 0.26)  0.00
H (-2.80, -0.55, 0.57)  0.03
H (-3.36, -0.02, -1.01)  0.03
H (2.03, -1.06, 0.90)  0.06
H (2.71, -1.63, -0.74)  0.02

Calculated values
DFT total energy = -8795.96834 eV
E_HOMO (alpha / beta) = -6.89 / -8.52 eV
Expectation value of S² = 2.024
2S+1 = 3

# 2
# C8H17FeN7O7S

C8H17FeN7O7S as an isolated structure (the ωB97M-V functional and the def2-TZVPD basis, the OMol25 dataset).

Each line ends with the Mulliken spin population.
Atoms and positions in Å:
Fe (1.56, 0.59, 0.22)  1.02
N (0.30, 1.25, 1.68)  0.01
C (-0.70, 2.17, 1.13)  0.00
C (-0.10, 2.90, -0.07)  0.01
O (-0.60, 3.94, -0.51)  0.01
N (0.93, 2.22, -0.56)  -0.03
C (1.68, 2.67, -1.71)  0.00
C (2.97, 1.84, -1.79)  0.00
O (3.84, 2.14, -2.58)  0.01
O (3.00, 0.82, -0.98)  -0.01
H (-0.09, 0.48, 2.23)  0.00
H (0.98, 1.75, 2.25)  0.00
H (-1.08, 2.89, 1.86)  0.00
H (-1.56, 1.60, 0.77)  0.00
H (1.92, 3.74, -1.69)  0.00
H (1.14, 2.48, -2.64)  0.00
C (-2.22, -0.33, -2.57)  0.00
N (-2.25, -1.21, -1.42)  0.00
C (-3.58, -1.37, -0.85)  0.00
C (-1.16, -1.17, -0.56)  0.00
N (-0.20, -0.33, -0.67)  -0.01
N (-1.18, -2.19, 0.38)  0.00
C (-0.35, -2.25, 1.53)  0.00
N (0.50, -3.34, 1.54)  0.00
N (-0.53, -1.41, 2.47)  0.00
H (-3.03, -0.62, -3.24)  0.00
H (-1.28, -0.44, -3.11)  0.00
H (-2.35, 0.72, -2.30)  0.00
H (-4.22, -1.91, -1.54)  0.00
H (-4.04, -0.39, -0.65)  0.00
H (-3.53, -1.91, 0.09)  0.00
H (-0.42, 0.39, -1.34)  0.00
H (-1.44, -3.08, -0.01)  0.00
H (0.97, -3.44, 0.64)  0.00
H (1.21, -3.21, 2.26)  0.00
H (0.22, -1.52, 3.15)  0.00
O (4.37, -1.27, 1.51)  0.00
S (3.00, -0.94, 1.76)  0.00
O (2.45, -1.59, 2.95)  0.00
O (2.10, -1.25, 0.57)  -0.01
O (2.75, 0.57, 1.79)  0.01

Calculated values
DFT total energy = -78562.46530 eV
Total charge = -1
E_HOMO (alpha / beta) = -5.90 / -5.85 eV
Expectation value of S² = 0.920
2S+1 = 2

# 3
# C24H33N2O5PS2TeW

C24H33N2O5PS2TeW as an isolated structure (the ωB97M-V functional and the def2-TZVPD basis, the OMol25 dataset).

Each line ends with the Löwdin charge.
Atoms and positions in Å:
W (0.65, 0.25, -2.08)  1.43
C (-2.03, 2.81, 0.61)  0.00
C (-0.92, 2.30, -0.27)  -0.23
N (-0.92, 1.10, -0.77)  -0.11
N (-2.06, 0.33, -0.45)  -0.03
C (-2.32, -0.54, -1.35)  -1.05
S (-1.32, -0.75, -2.80)  0.57
S (-3.72, -1.57, -1.25)  0.93
C (-4.52, -0.98, 0.26)  -0.41
C (-3.96, -1.55, 1.54)  -0.30
C (-4.10, -2.91, 1.82)  -0.06
C (-3.62, -3.43, 3.02)  -0.09
C (-3.00, -2.60, 3.94)  -0.09
C (-2.85, -1.25, 3.66)  -0.09
C (-3.33, -0.73, 2.46)  -0.05
C (0.16, 3.23, -0.61)  -0.11
C (0.42, 4.33, 0.21)  -0.03
C (1.38, 5.27, -0.13)  -0.08
C (2.07, 5.13, -1.33)  -0.07
C (1.82, 4.06, -2.16)  0.00
C (0.88, 3.10, -1.80)  -0.30
O (0.68, 2.06, -2.63)  -0.25
H (-2.88, 2.15, 0.59)  0.06
H (-2.32, 3.81, 0.28)  0.10
H (-1.66, 2.89, 1.63)  0.07
H (-5.57, -1.28, 0.14)  0.08
H (-4.48, 0.10, 0.26)  0.07
H (-4.59, -3.56, 1.11)  0.12
H (-3.74, -4.48, 3.23)  0.11
H (-2.63, -3.00, 4.87)  0.11
H (-2.37, -0.59, 4.37)  0.10
H (-3.20, 0.32, 2.23)  0.10
H (-0.13, 4.45, 1.14)  0.11
H (1.58, 6.10, 0.53)  0.10
H (2.82, 5.87, -1.61)  0.11
H (2.35, 3.94, -3.10)  0.12
C (3.67, -0.27, -4.65)  -0.03
C (3.66, -0.48, -3.15)  -0.67
C (3.90, -1.94, -2.79)  -0.03
C (4.63, 0.45, -2.44)  -0.04
O (2.34, -0.14, -2.70)  -0.37
H (4.66, -0.52, -5.06)  0.09
H (3.45, 0.77, -4.90)  0.08
H (2.93, -0.91, -5.13)  0.09
H (4.90, -2.24, -3.12)  0.09
H (3.17, -2.58, -3.28)  0.09
H (3.84, -2.08, -1.71)  0.03
H (5.65, 0.23, -2.76)  0.09
H (4.56, 0.32, -1.36)  0.02
H (4.40, 1.49, -2.69)  0.08
C (-0.80, -3.89, -0.23)  -0.06
C (-0.66, -3.04, 1.02)  -0.25
O (0.74, -2.70, 1.24)  -0.28
P (1.29, -1.28, 0.82)  0.09
O (0.79, -1.08, -0.64)  -0.55
Te (3.55, -1.09, 1.27)  0.48
O (0.38, -0.22, 1.60)  -0.31
C (0.51, -0.08, 3.03)  -0.29
C (-0.14, 1.22, 3.43)  -0.07
H (-1.84, -4.19, -0.34)  0.07
H (-0.17, -4.78, -0.15)  0.08
H (-0.51, -3.32, -1.11)  0.06
H (-0.96, -3.58, 1.91)  0.11
H (-1.25, -2.13, 0.95)  0.09
H (1.58, -0.08, 3.29)  0.06
H (0.03, -0.93, 3.50)  0.11
H (0.36, 2.06, 2.93)  0.08
H (-0.05, 1.37, 4.51)  0.09
H (-1.19, 1.22, 3.16)  0.05

Calculated values
DFT total energy = -78723.87026 eV
E_HOMO = -7.29 eV